{"formula": "C15H33As3BF4IrS2", "method": "ωB97M-V with the def2-TZVPD basis set", "e_tot_ha": -8623.94262, "e_homo_ha": [-0.287, -0.297], "orbital_gap_ev": [7.25, 6.56], "lumo_ev": [-0.5612, -1.5215], "multiplicity": 1, "de_lowest_kcal_mol": 17.7, "species": ["Ir", "C", "C", "S", "C", "C", "S", "H", "H", "H", "H", "H", "H", "C", "As", "C", "C", "C", "C", "C", "As", "C", "C", "C", "As", "C", "C", "H", "H", "H", "H", "H", "H", "H", "H", "H", "H", "H", "H", "H", "H", "H", "H", "H", "H", "H", "H", "H", "H", "H", "H", "H", "H", "H", "F", "B", "F", "F", "F"], "xyz": [[0.650, -0.434, -1.548], [1.254, 0.710, -6.016], [1.337, 0.144, -4.626], [0.261, 0.752, -3.475], [2.257, -0.828, -4.288], [3.237, -1.395, -5.276], [2.297, -1.428, -2.705], [0.466, 1.456, -6.082], [1.041, -0.080, -6.738], [2.198, 1.178, -6.303], [3.576, -0.637, -5.982], [2.781, -2.205, -5.850], [4.108, -1.802, -4.764], [0.347, -3.396, 0.590], [1.237, -1.686, 0.439], [3.096, -2.206, 0.603], [0.991, -0.853, 2.191], [-0.280, -0.018, 2.456], [-1.523, -0.827, 2.083], [-0.219, 1.314, 1.694], [-0.415, 1.304, -0.249], [-2.323, 1.461, -0.536], [0.189, 3.101, -0.636], [-0.269, 0.264, 3.973], [-1.476, 1.486, 4.975], [-3.117, 1.632, 3.906], [-0.711, 3.239, 4.513], [0.583, -3.849, 1.553], [0.711, -4.033, -0.216], [-0.726, -3.283, 0.461], [3.246, -2.763, 1.527], [3.724, -1.317, 0.598], [3.366, -2.831, -0.247], [1.876, -0.231, 2.354], [1.042, -1.671, 2.915], [-1.537, -1.095, 1.026], [-2.436, -0.272, 2.292], [-1.557, -1.754, 2.660], [0.732, 1.814, 1.901], [-1.008, 1.976, 2.052], [-2.733, 2.248, 0.097], [-2.810, 0.510, -0.340], [-2.482, 1.713, -1.584], [-0.332, 3.822, -0.006], [-0.007, 3.317, -1.685], [1.262, 3.162, -0.462], [0.721, 0.636, 4.261], [-0.381, -0.695, 4.488], [-3.676, 0.699, 3.945], [-2.948, 1.910, 2.866], [-3.723, 2.407, 4.378], [0.363, 3.222, 4.701], [-1.157, 3.981, 5.174], [-0.888, 3.541, 3.482], [-2.208, -3.496, -1.427], [-2.081, -2.334, -2.164], [-1.371, -1.361, -1.241], [-3.290, -1.740, -2.446], [-1.262, -2.477, -3.262]]}

{"formula": "C27H60F10O15PS5", "method": "ωB97M-V with the def2-TZVPD basis set", "e_tot_ha": -5523.99937, "e_homo_ha": -0.457, "total_charge": 1, "orbital_gap_ev": 10.23, "lumo_ev": -2.2003, "multiplicity": 1, "species": ["C", "C", "C", "O", "P", "C", "C", "C", "C", "C", "F", "F", "C", "F", "F", "S", "F", "F", "F", "F", "F", "O", "C", "C", "O", "C", "C", "C", "C", "F", "H", "H", "H", "H", "H", "H", "H", "H", "H", "H", "H", "H", "H", "H", "H", "H", "H", "H", "H", "H", "H", "H", "H", "H", "H", "H", "H", "H", "O", "S", "O", "O", "C", "C", "C", "H", "H", "H", "H", "H", "H", "H", "H", "O", "S", "O", "O", "C", "C", "C", "H", "H", "H", "H", "H", "H", "H", "H", "O", "S", "O", "O", "C", "C", "C", "H", "H", "H", "H", "H", "H", "H", "H", "O", "S", "O", "O", "C", "C", "C", "H", "H", "H", "H", "H", "H", "H", "H"], "xyz": [[2.963, -1.632, 3.163], [2.853, -2.796, 2.160], [1.983, -2.533, 0.931], [0.663, -3.168, 1.116], [-0.601, -2.232, 1.090], [-0.346, -0.617, 1.867], [-0.013, 0.487, 0.827], [0.507, 1.765, 1.497], [-0.456, 2.277, 2.586], [-0.079, 3.702, 2.972], [-0.635, 4.506, 2.021], [1.240, 3.896, 2.895], [-0.679, 4.199, 4.316], [-1.940, 3.780, 4.372], [-0.716, 5.533, 4.289], [0.287, 3.724, 5.860], [-0.887, 2.745, 6.334], [-0.412, 4.902, 6.666], [1.455, 4.684, 5.429], [0.961, 2.492, 5.111], [1.104, 3.343, 7.151], [-1.063, -1.995, -0.418], [-2.489, -1.968, -0.701], [-3.236, -0.776, -0.122], [-4.592, -1.004, -0.417], [-5.394, 0.088, -0.003], [-5.792, -0.005, 1.496], [-1.867, -3.134, 2.080], [-1.178, -3.520, 3.417], [-2.246, -4.279, 1.433], [2.031, -1.570, 3.733], [3.189, -0.675, 2.697], [3.718, -1.895, 3.902], [2.391, -3.634, 2.690], [3.841, -3.153, 1.875], [1.911, -1.484, 0.647], [2.436, -3.051, 0.086], [-1.259, -0.301, 2.376], [0.444, -0.633, 2.619], [0.725, 0.156, 0.096], [-0.907, 0.739, 0.256], [0.604, 2.542, 0.739], [1.500, 1.569, 1.906], [-1.485, 2.257, 2.228], [-0.383, 1.605, 3.444], [-2.570, -1.894, -1.783], [-2.992, -2.892, -0.416], [-3.134, -0.666, 0.967], [-2.930, 0.162, -0.599], [-4.880, 1.046, -0.131], [-6.301, 0.153, -0.598], [-6.868, -0.098, 1.616], [-5.470, 0.896, 2.020], [-5.312, -0.866, 1.966], [-2.712, -2.490, 2.321], [-1.876, -3.486, 4.247], [-0.366, -2.812, 3.619], [-0.707, -4.491, 3.285], [5.067, 4.389, -0.647], [5.926, 3.869, 0.376], [5.559, 2.701, 1.119], [6.269, 5.054, 1.388], [5.144, 5.758, 1.949], [4.488, 4.952, 3.050], [7.543, 3.651, -0.282], [4.434, 6.008, 1.159], [5.537, 6.695, 2.340], [4.020, 4.055, 2.646], [3.719, 5.542, 3.550], [5.226, 4.633, 3.786], [7.832, 4.556, -0.809], [7.500, 2.806, -0.968], [8.227, 3.437, 0.535], [4.660, -1.270, -3.685], [5.505, -0.142, -3.946], [6.508, 0.243, -3.000], [4.584, 1.119, -4.267], [3.543, 1.433, -3.322], [4.088, 2.124, -2.087], [6.238, -0.300, -5.538], [2.992, 0.525, -3.066], [2.856, 2.091, -3.851], [4.709, 1.443, -1.504], [3.273, 2.470, -1.452], [4.700, 2.971, -2.366], [5.463, -0.546, -6.259], [6.969, -1.103, -5.477], [6.728, 0.636, -5.792], [-8.853, -0.157, -3.623], [-8.435, 1.198, -3.814], [-7.819, 1.924, -2.741], [-9.653, 2.045, -4.388], [-10.909, 1.992, -3.677], [-10.907, 2.865, -2.438], [-7.407, 1.301, -5.240], [-11.154, 0.956, -3.438], [-11.654, 2.348, -4.386], [-10.230, 2.474, -1.680], [-11.909, 2.908, -2.011], [-10.581, 3.875, -2.682], [-7.897, 0.787, -6.062], [-6.466, 0.815, -4.994], [-7.240, 2.349, -5.476], [2.175, -9.044, -2.223], [2.804, -7.771, -2.394], [3.672, -7.250, -1.382], [1.671, -6.684, -2.700], [0.559, -6.622, -1.793], [0.922, -5.912, -0.503], [3.615, -7.705, -3.954], [0.177, -7.626, -1.599], [-0.220, -6.075, -2.322], [1.637, -6.496, 0.076], [0.032, -5.756, 0.108], [1.384, -4.948, -0.716], [2.930, -8.053, -4.721], [4.482, -8.359, -3.892], [3.929, -6.682, -4.143]]}